(1)
Here is a 2-piece molecular cluster, C4H8N2O overall from OMol25. Energies are from ωB97M-V/def2-TZVPD.

Each line ends with the natural charge from an NBO analysis.
Cartesian coordinates (Å):
O  1.99  -2.25  -2.80  -0.542
N  -0.08  0.35  0.28  -0.433
N  1.51  -0.06  -2.01  -0.798
C  1.73  -1.19  -2.37  0.841
C  0.52  0.65  1.57  -0.410
C  -1.45  0.77  0.06  -0.253
C  -1.12  -0.66  0.24  -0.255
H  -1.96  1.28  0.88  0.196
H  0.98  0.22  -1.16  0.442
H  -1.10  -1.33  -0.62  0.211
H  -1.67  1.16  -0.93  0.212
H  1.37  -0.02  1.72  0.209
H  -0.19  0.51  2.40  0.175
H  0.87  1.68  1.57  0.208
H  -1.40  -1.13  1.18  0.198

- Net charge: 0
- Highest occupied orbital energy: -9.96 eV


(2)
Here is C43H47CrFN5O4PS as an isolated structure from OMol25. Energies are from ωB97M-V/def2-TZVPD.

Each line ends with the Mulliken spin population.
Cartesian coordinates (Å):
Cr  0.52  0.23  -0.51  3.052
S  -0.95  2.82  -1.70  -0.001
P  -1.78  -0.75  -1.27  0.030
F  0.89  -1.86  -0.33  0.015
O  3.33  -0.96  -1.69  0.000
O  0.02  2.07  -0.75  -0.051
O  -2.31  2.42  -0.83  0.000
O  -1.03  2.03  -2.90  0.001
N  4.46  2.00  -0.31  0.002
N  2.46  3.01  0.42  0.003
N  2.49  0.98  -0.68  -0.044
N  0.49  0.04  1.43  0.023
N  0.79  0.08  -2.60  -0.074
C  1.20  1.72  -5.55  0.001
C  3.53  0.09  2.67  -0.009
C  -2.11  -1.73  -5.29  0.000
C  -2.71  -1.78  1.07  -0.008
C  -2.82  -3.38  -0.68  -0.003
C  -3.41  -4.29  0.20  -0.001
C  0.33  -1.28  1.86  -0.024
C  -2.09  1.06  3.50  -0.002
C  1.18  0.21  -5.15  -0.003
C  -4.62  -0.40  -1.77  -0.004
C  2.31  1.04  2.88  0.000
C  0.36  -3.67  1.10  -0.004
C  -3.39  0.23  -1.46  0.002
C  0.98  0.99  2.36  -0.019
C  -0.68  -2.62  -3.07  0.015
C  -4.55  2.36  -1.46  -0.001
C  -3.64  -4.00  1.55  0.001
C  4.01  -0.32  4.06  -0.001
C  -2.20  -1.05  -4.08  -0.001
C  -1.55  -1.57  -2.93  -0.032
C  -1.37  1.85  2.44  -0.004
C  -0.56  -3.32  -4.28  0.000
C  -5.79  0.39  -1.83  0.000
C  -0.02  -3.09  3.39  -0.006
C  -3.40  1.62  -1.29  -0.009
C  -2.08  3.24  2.27  0.002
C  0.11  -1.76  3.18  0.012
C  0.43  2.95  3.70  0.004
C  -3.26  -2.68  1.97  0.001
C  -2.40  -2.12  -0.25  -0.018
C  0.51  -2.30  0.94  0.015
C  0.02  -4.02  2.35  0.013
C  -1.22  -2.87  -5.38  -0.002
C  5.36  3.03  0.21  0.000
C  3.47  0.15  -1.23  -0.003
C  2.67  2.21  3.55  0.010
C  3.11  2.02  -0.11  0.021
C  -5.76  1.77  -1.71  0.000
C  3.34  -1.20  1.81  0.000
C  0.06  1.97  2.82  0.017
C  1.05  0.08  -3.69  0.046
C  1.80  3.13  4.04  -0.004
C  4.82  0.81  -1.08  -0.002
H  6.23  3.08  -0.42  0.000
H  -3.67  -5.30  -0.17  0.000
H  1.65  1.95  -6.52  0.000
H  1.47  3.01  0.43  0.007
H  -0.12  -2.95  -2.19  0.000
H  -2.21  3.66  3.28  0.000
H  -0.02  -4.28  -4.30  0.000
H  -6.64  2.36  -2.05  0.000
H  -6.76  -0.05  -2.14  0.000
H  3.29  -0.25  4.87  0.000
H  -1.49  3.91  1.69  -0.001
H  -3.06  3.17  1.86  0.000
H  -1.42  0.29  3.82  0.000
H  0.00  -1.07  3.98  0.003
H  0.55  -4.37  0.37  0.000
H  4.75  0.33  4.47  0.000
H  2.91  3.71  1.01  0.000
H  4.32  -1.62  1.72  -0.001
H  -2.67  -1.35  -6.15  0.000
H  5.20  1.05  -2.09  0.000
H  2.68  -1.84  2.36  0.002
H  -4.13  -4.64  2.26  0.000
H  -1.25  -3.37  -6.31  0.000
H  0.42  -0.37  -5.66  0.001
H  3.76  2.35  3.73  0.001
H  -4.54  3.42  -1.35  0.000
H  -2.36  -0.81  1.41  0.000
H  5.56  2.90  1.30  0.000
H  4.93  4.05  0.16  0.000
H  -0.27  3.56  4.10  0.000
H  4.37  -1.38  4.07  0.001
H  -3.04  0.57  3.27  -0.001
H  3.08  -1.00  0.77  0.015
H  -2.72  -3.63  -1.73  0.000
H  -0.27  -5.02  2.55  0.000
H  4.33  0.67  2.18  -0.002
H  -3.26  -2.41  3.05  0.000
H  -1.52  1.29  1.50  0.016
H  -2.35  1.71  4.38  0.000
H  5.55  0.09  -0.67  0.000
H  -0.27  -3.48  4.35  0.000
H  0.21  2.14  -5.61  0.000
H  -4.73  -1.52  -1.81  -0.001
H  2.16  -0.19  -5.44  0.001
H  1.73  2.35  -4.85  0.000
H  2.08  3.99  4.59  0.000
H  -2.87  -0.28  -4.05  0.000

- Net charge: +1
- Highest occupied orbital energy (spin up / spin down): -9.76 / -9.99 eV
- 2S+1: 4


(3)
Here is C5H4N2O as an isolated structure from OMol25. Energies are from ωB97M-V/def2-TZVPD.

Each line ends with the natural charge from an NBO analysis.
Cartesian coordinates (Å):
O  2.37  -0.84  0.04  -0.465
N  -1.02  -1.34  -0.05  -0.249
N  0.05  -0.51  -0.07  -0.257
C  1.46  -0.12  0.04  0.742
C  -2.07  -0.49  0.08  -0.009
C  1.04  1.36  0.04  -0.513
C  -0.32  0.82  -0.09  0.171
C  -1.69  0.89  -0.05  -0.358
H  -3.15  -0.79  0.23  0.222
H  1.33  1.91  -0.84  0.238
H  -2.17  1.83  0.22  0.238
H  1.32  1.92  0.85  0.240

- Net charge: 0
- Highest occupied orbital energy: -9.66 eV


(4)
Here is one molecule with the formula C3H3NO2 from OMol25. Energies are from ωB97M-V/def2-TZVPD.

Each line ends with the natural charge from an NBO analysis.
Cartesian coordinates (Å):
O  0.23  -1.13  2.24  -0.597
O  0.18  0.90  1.19  -0.436
N  0.32  -0.89  -0.09  -0.615
C  0.30  0.21  -0.93  -0.117
C  0.24  -0.48  1.23  0.842
C  0.29  1.21  -0.09  0.055
H  0.34  -1.86  -0.35  0.425
H  -0.09  2.19  -0.54  0.208
H  0.39  0.13  -2.00  0.235

- Net charge: 0
- Highest occupied orbital energy: -8.81 eV


(5)
Here is a 2-piece molecular cluster, C3H10N4O2 overall from OMol25. Energies are from ωB97M-V/def2-TZVPD.

Each line ends with the natural charge from an NBO analysis.
Cartesian coordinates (Å):
O  -0.06  2.02  -0.94  -0.354
O  -2.25  0.02  1.04  -0.678
N  -1.30  1.63  -1.52  -0.514
N  -0.01  -0.02  1.35  -0.657
N  -1.00  -1.46  -0.17  -0.885
N  0.89  0.04  -1.62  -0.834
C  0.94  1.16  -1.00  0.458
C  -1.19  -0.52  0.80  0.778
C  1.15  -0.85  1.61  -0.412
H  -1.92  1.39  -0.74  0.376
H  1.56  -1.21  0.66  0.194
H  -1.11  0.79  -2.06  0.359
H  1.91  -0.24  2.12  0.206
H  -1.84  -1.69  -0.66  0.396
H  1.79  -0.39  -1.77  0.371
H  -0.21  0.67  2.07  0.401
H  1.84  1.64  -0.59  0.169
H  -0.11  -1.27  -0.81  0.433
H  0.92  -1.71  2.23  0.194

- Net charge: 0
- Highest occupied orbital energy: -9.52 eV


(6)
Here is an isolated ion of composition C5H8N3 and charge +1 from OMol25. Energies are from ωB97M-V/def2-TZVPD.

Each line ends with the natural charge from an NBO analysis.
Cartesian coordinates (Å):
N  -1.22  -0.12  -0.16  -0.100
N  -0.54  -1.22  -0.32  -0.095
N  2.85  -0.09  0.17  -0.704
C  1.51  -0.03  -0.03  0.278
C  -2.64  -0.34  0.23  -0.387
C  0.74  1.35  -0.09  -0.238
C  0.78  -1.20  -0.26  -0.056
C  -0.66  1.12  -0.11  0.060
H  3.45  0.69  0.14  0.412
H  -3.20  0.47  0.22  0.219
H  1.38  2.24  -0.28  0.275
H  1.29  -2.10  -0.25  0.228
H  -1.39  1.86  -0.08  0.236
H  3.38  -0.86  0.07  0.405
H  -3.07  -0.97  -0.43  0.236
H  -2.65  -0.79  1.19  0.230

- Net charge: +1
- Highest occupied orbital energy (spin up / spin down): -13.86 / -13.86 eV


The records above yield ΔE to the lowest compared entry with this formula, charge and spin values of 2.060, 0.000, 1.751, 1.084, 2.452, 1.860 eV, respectively.